1.
# C33H20Cl5F6IrNO5P2S4

C33H20Cl5F6IrNO5P2S4 as an isolated structure (ωB97M-V/def2-TZVPD, the OMol25 dataset).

Last column: Mulliken charge in e.
Cartesian coordinates (Å):
Ir  0.753  -1.471  -0.799  2.617
S  1.966  -1.821  1.170  -0.729
P  1.437  0.106  1.590  1.212
C  0.392  0.221  0.197  -0.672
P  -1.358  0.236  0.122  0.049
S  -1.513  -1.768  -0.208  -0.715
C  -1.982  1.294  -1.184  1.029
C  -1.453  2.570  -1.345  0.072
C  -1.989  3.417  -2.302  -0.682
C  -3.047  2.988  -3.091  -0.565
C  -3.567  1.710  -2.935  -0.794
C  -3.033  0.857  -1.983  -0.426
C  -2.268  0.735  1.597  1.161
C  -3.242  -0.105  2.125  -0.305
C  -3.979  0.302  3.227  -0.745
C  -3.729  1.534  3.812  -0.561
C  -2.749  2.370  3.292  -0.709
C  -2.027  1.978  2.177  -0.194
C  2.727  1.349  1.552  0.331
C  3.857  1.193  2.355  -0.199
C  4.845  2.161  2.340  -0.714
C  4.705  3.283  1.529  -0.551
C  3.585  3.434  0.728  -0.532
C  2.594  2.462  0.733  -0.398
C  0.696  0.221  3.227  0.817
C  -0.187  -0.784  3.626  -0.589
C  -0.822  -0.690  4.852  -0.701
C  -0.570  0.392  5.687  -0.568
C  0.313  1.387  5.296  -0.750
C  0.943  1.307  4.063  -0.498
H  -0.606  2.892  -0.751  -0.036
H  -1.568  4.403  -2.444  0.451
H  -3.458  3.647  -3.844  0.399
H  -4.377  1.371  -3.566  0.435
H  -3.412  -0.153  -1.876  0.424
H  -3.413  -1.080  1.686  0.442
H  -4.742  -0.349  3.634  0.446
H  -4.298  1.846  4.679  0.428
H  -2.550  3.329  3.753  0.434
H  -1.271  2.639  1.766  0.284
H  3.965  0.315  2.982  0.429
H  5.728  2.041  2.953  0.421
H  5.482  4.036  1.516  0.394
H  3.488  4.297  0.083  0.447
H  1.736  2.548  0.076  0.299
H  -0.371  -1.630  2.974  0.299
H  -1.512  -1.465  5.160  0.452
H  -1.063  0.456  6.648  0.420
H  0.512  2.227  5.950  0.436
H  1.626  2.088  3.754  0.398
Cl  -2.996  -7.728  -2.133  -0.208
C  -1.862  -6.435  -2.015  0.356
C  -1.294  -6.103  -0.791  0.091
Cl  -1.708  -7.001  0.621  -0.198
C  -0.385  -5.057  -0.697  1.012
Cl  0.385  -4.718  0.812  -0.162
C  -0.023  -4.281  -1.821  -1.005
O  0.816  -3.287  -1.792  -0.659
C  -0.600  -4.658  -3.051  0.312
Cl  -0.150  -3.741  -4.436  -0.176
C  -1.497  -5.708  -3.148  -0.011
Cl  -2.181  -6.112  -4.676  -0.195
F  4.546  1.156  -3.715  -0.222
C  4.210  0.542  -2.588  0.589
F  5.312  0.190  -1.932  -0.216
F  3.504  1.378  -1.830  -0.112
S  3.220  -0.965  -2.961  1.064
O  2.725  -1.356  -1.632  -0.870
O  4.128  -1.855  -3.586  -0.597
N  2.097  -0.498  -3.934  -0.717
S  0.748  0.191  -3.533  1.501
O  0.842  1.567  -3.153  -0.700
O  -0.116  -0.661  -2.709  -0.942
C  -0.074  0.186  -5.179  0.181
F  0.667  0.878  -6.034  -0.195
F  -0.254  -1.040  -5.637  -0.196
F  -1.254  0.785  -5.034  -0.118

Values from the calculation:
DFT total energy	-6980.4718	a.u.
relative energy (zero: lowest compared OMol25 entry of this formula, charge and spin)	44.1	kJ/mol
LUMO energy (spin up / spin down)	-0.581 / -1.924	eV
gap between HOMO and LUMO (spin up / spin down)	7.09 / 5.73	eV
HOMO level (spin up / spin down)	-0.282 / -0.281	Ha
2S+1	2

2.
# C8H14N2O2S

C8H14N2O2S in the gas phase (ωB97M-V/def2-TZVPD, the OMol25 dataset).

Last column: Mulliken charge in e.
Cartesian coordinates (Å):
N  -0.764  -0.366  -3.910  -0.425
C  -1.912  -0.124  -3.237  0.590
S  -3.221  0.681  -4.026  -0.278
N  -2.127  -0.486  -2.009  -0.451
C  -1.211  -1.167  -1.212  0.402
O  -0.414  -1.988  -1.682  -0.703
C  -1.376  -1.044  0.282  -0.793
C  -0.091  -1.321  1.034  0.303
C  -0.347  -1.450  2.504  -0.777
C  0.981  -1.701  3.219  -0.847
C  1.993  -0.566  2.896  -0.588
C  2.128  -0.381  1.364  -0.500
O  0.794  -0.196  0.779  -0.437
H  -0.826  -0.353  -4.915  0.229
H  -0.161  -1.049  -3.466  0.280
H  -3.997  0.658  -2.928  0.188
H  -2.202  -1.707  0.565  0.335
H  -1.687  -0.003  0.497  0.353
H  0.397  -2.232  0.665  0.392
H  -1.097  -2.189  2.720  0.400
H  -0.702  -0.472  2.875  0.276
H  0.822  -1.851  4.273  0.384
H  1.349  -2.627  2.840  0.360
H  2.957  -0.756  3.339  0.375
H  1.624  0.367  3.349  0.276
H  2.567  -1.307  0.910  0.311
H  2.748  0.480  1.168  0.344

Values from the calculation:
DFT total energy	-971.4192	a.u.
relative energy (zero: lowest compared OMol25 entry of this formula, charge and spin)	72.2	kJ/mol
LUMO energy	0.758	eV
gap between HOMO and LUMO	10.02	eV
SMILES	N/C(S)=N\C(=O)C[C@@H]1CCCCO1
HOMO level	-0.340	Ha

3.
# C3H4FN

C3H4FN in the gas phase (ωB97M-V/def2-TZVPD, the OMol25 dataset).

Last column: Mulliken charge in e.
Cartesian coordinates (Å):
C  0.700  1.870  0.499  -0.953
C  0.258  0.651  0.437  0.718
N  -0.150  -0.485  0.518  -0.356
C  -0.478  -1.486  -0.397  0.048
F  -1.308  -1.143  -1.480  -0.289
H  -0.076  2.711  0.548  0.219
H  1.831  2.073  0.660  0.223
H  0.266  -1.876  -1.008  0.201
H  -1.043  -2.314  0.224  0.189

Values from the calculation:
DFT total energy	-271.2467	a.u.
relative energy (zero: lowest compared OMol25 entry of this formula, charge and spin)	148.3	kJ/mol
LUMO energy	0.880	eV
gap between HOMO and LUMO	9.95	eV
SMILES	C=C=NCF
HOMO level	-0.333	Ha

4.
# C6H35NO11

A 11-piece molecular cluster, C6H35NO11 overall (ωB97M-V/def2-TZVPD, the OMol25 dataset).

Last column: Mulliken charge in e.
Cartesian coordinates (Å):
C  0.725  0.580  -3.383  -1.340
C  1.094  1.017  -1.934  -0.160
N  0.169  0.401  -0.852  0.227
C  1.020  -0.540  -0.061  -0.504
C  0.186  -1.266  0.946  1.198
C  0.976  -2.484  1.564  0.124
C  1.353  -3.461  0.434  -1.217
O  0.193  -3.017  2.602  -0.587
H  0.957  -0.528  -3.492  0.245
H  -0.305  0.569  -3.580  0.362
H  1.266  1.275  -4.093  0.385
H  0.989  2.097  -1.989  0.549
H  2.105  0.918  -1.556  0.148
H  -0.086  1.304  -0.360  0.076
H  1.346  -1.176  -0.943  0.423
H  1.933  -0.081  0.256  -0.270
H  -0.859  -1.510  0.712  -0.150
H  0.124  -0.539  1.796  -0.829
H  1.952  -2.220  2.108  0.312
H  0.562  -4.190  0.106  0.270
H  2.238  -4.144  0.666  0.337
H  1.694  -2.961  -0.463  0.352
H  -0.390  -3.716  2.240  0.380
O  -0.666  3.939  0.971  -0.650
H  -1.576  3.776  1.253  0.331
H  -0.924  3.697  0.053  0.326
O  1.189  1.067  3.410  -0.649
H  1.239  0.364  2.681  0.382
H  1.615  0.611  4.145  0.312
O  -1.712  0.713  3.199  -0.614
H  -1.690  -0.239  3.240  0.288
H  -1.160  1.056  3.892  0.291
O  -2.498  1.100  -2.142  -0.728
H  -2.590  0.125  -2.262  0.392
H  -2.155  1.004  -1.236  0.222
O  -1.876  3.706  -1.354  -0.717
H  -1.070  3.836  -1.850  0.326
H  -2.283  2.910  -1.684  0.373
O  -3.257  -0.734  0.554  -0.580
H  -2.505  -0.346  1.004  0.245
H  -3.770  0.095  0.393  0.305
O  -2.268  -3.386  -0.342  -0.657
H  -3.104  -2.954  0.010  0.265
H  -1.855  -2.890  -1.053  0.363
O  1.911  2.489  1.058  -0.502
H  1.235  3.156  1.029  0.236
H  1.968  2.440  2.034  0.306
O  4.241  0.798  -0.240  -0.634
H  3.490  0.981  0.329  0.374
H  4.343  1.359  -1.005  0.285
O  -1.556  -1.617  -2.264  -0.816
H  -0.871  -0.969  -1.998  0.253
H  -1.088  -2.413  -2.553  0.342

Values from the calculation:
DFT total energy	-1131.9248	a.u.
relative energy (zero: lowest compared OMol25 entry of this formula, charge and spin)	333.3	kJ/mol
LUMO energy	0.227	eV
gap between HOMO and LUMO	10.20	eV
SMILES	CCNCC[C@H](C)O.O.O.O.O.O.O.O.O.O.O
HOMO level	-0.367	Ha

5.
# C4H33N3O12

A 12-piece molecular cluster, C4H33N3O12 overall (ωB97M-V/def2-TZVPD, the OMol25 dataset).

Last column: Mulliken charge in e.
Cartesian coordinates (Å):
O  0.340  2.906  -3.263  -0.486
C  -0.059  1.939  -2.662  0.103
N  -1.372  2.056  -2.126  0.139
C  -2.103  1.267  -1.185  -0.515
N  -2.156  1.672  0.188  0.145
C  0.757  0.742  -2.208  0.772
C  2.130  1.442  -2.086  -1.394
N  0.543  -0.384  -3.154  -0.639
H  -1.870  2.874  -2.501  0.340
H  -3.119  1.028  -1.567  0.465
H  -1.726  0.206  -1.265  0.030
H  -2.751  2.471  0.334  0.316
H  -1.248  1.908  0.575  -0.007
H  0.573  0.339  -1.206  -0.017
H  2.217  2.064  -1.164  0.391
H  2.991  0.789  -2.022  0.412
H  2.303  2.137  -2.920  0.418
H  1.419  -0.791  -3.544  0.235
H  0.150  -0.077  -4.030  0.245
H  1.980  1.362  1.866  0.258
H  1.441  1.260  0.458  0.247
O  1.855  1.890  1.067  -0.604
H  -0.787  -4.189  0.322  0.296
H  0.246  -3.682  1.416  0.236
O  -0.127  -4.433  0.964  -0.597
H  3.673  0.170  1.259  0.282
H  3.301  -0.886  2.453  0.357
O  3.310  -0.692  1.455  -0.578
H  -1.009  -2.043  1.620  0.372
H  -1.245  -1.863  3.177  0.298
O  -0.587  -1.977  2.478  -0.531
H  -1.601  -2.303  -0.789  0.379
H  -2.615  -2.975  0.344  0.277
O  -1.957  -2.267  0.166  -0.717
H  -2.733  -1.230  1.310  0.410
H  -3.472  0.124  1.573  0.302
O  -3.428  -0.810  1.842  -0.624
H  0.016  3.447  0.891  0.253
H  0.259  4.470  -0.269  0.332
O  -0.413  4.030  0.261  -0.623
H  -1.051  1.057  2.998  0.297
H  -0.618  2.609  3.326  0.276
O  -1.009  1.973  2.732  -0.557
H  1.617  -2.449  -0.174  0.275
H  2.458  -1.226  -0.563  0.208
O  1.660  -1.725  -0.802  -0.448
H  1.112  -1.169  3.651  0.308
H  2.128  -2.291  3.377  0.337
O  2.042  -1.385  3.761  -0.688
H  -0.260  -3.198  -1.983  0.396
H  -0.306  -1.708  -2.274  0.377
O  -0.900  -2.480  -2.104  -0.759

Values from the calculation:
DFT total energy	-1239.0119	a.u.
relative energy (zero: lowest compared OMol25 entry of this formula, charge and spin)	325.0	kJ/mol
LUMO energy (spin up / spin down)	-3.078 / -8.653	eV
gap between HOMO and LUMO (spin up / spin down)	10.71 / 5.13	eV
charge	+1
HOMO level (spin up / spin down)	-0.507 / -0.507	Ha
2S+1	2

Among the records above, which one has the highest DFT total energy? C3H4FN

The highest relative energy (zero: lowest compared OMol25 entry of this formula, charge and spin) belongs to which entry? C6H35NO11

relative energy (zero: lowest compared OMol25 entry of this formula, charge and spin) of number 1 (C33H20Cl5F6IrNO5P2S4)? 44.1 kJ/mol

What is the DFT total energy in the first record? -6980.4718 a.u.